No. 1
Entry from OMol25: a structure of composition C46H57BHfI2N7P2S (wB97M-V/def2-TZVPD).

Cartesian coordinates (Å):
Hf: 0.846 1.208 0.555
C: 2.519 -0.561 4.663
C: 2.117 0.760 4.008
C: 0.729 0.743 3.385
C: 3.081 1.244 2.974
C: 4.414 1.605 3.119
C: 4.739 2.269 1.947
N: 3.674 2.282 1.146
N: 2.650 1.614 1.747
B: 3.246 3.361 0.127
N: 2.024 4.083 0.751
C: 1.827 5.392 0.945
C: 0.486 5.622 1.179
C: -0.115 4.370 1.102
N: 0.824 3.435 0.860
C: -1.546 3.965 1.153
C: -1.659 2.495 0.794
C: -2.408 4.839 0.237
N: 2.735 2.750 -1.207
C: 3.187 3.108 -2.409
C: 2.290 2.704 -3.376
C: 1.247 2.093 -2.690
N: 1.538 2.078 -1.359
C: -0.083 1.715 -3.277
C: -1.017 2.933 -3.190
C: 0.054 1.262 -4.730
H: 1.822 -0.816 5.462
H: 3.513 -0.484 5.103
H: 2.541 -1.380 3.943
H: 2.116 1.526 4.790
H: 0.720 -0.001 2.567
H: 0.435 1.754 3.065
H: -0.053 0.394 4.062
H: 5.043 1.468 3.983
H: 5.644 2.784 1.664
H: 4.144 4.104 -0.095
H: 2.656 6.080 0.882
H: 0.010 6.569 1.369
H: -1.905 4.081 2.179
H: -1.202 2.278 -0.195
H: -2.691 2.166 0.694
H: -1.254 1.860 1.610
H: -2.076 4.777 -0.800
H: -2.362 5.884 0.541
H: -3.451 4.526 0.287
H: 4.108 3.662 -2.499
H: 2.360 2.879 -4.436
H: -0.524 0.920 -2.673
H: -0.632 3.757 -3.791
H: -1.123 3.290 -2.163
H: -2.008 2.675 -3.567
H: 0.372 2.093 -5.363
H: -0.911 0.927 -5.110
H: 0.771 0.450 -4.844
C: -3.660 -5.223 -3.581
S: -3.945 -5.611 -1.845
C: -2.327 -5.191 -1.160
C: -2.107 -3.688 -1.011
C: -0.752 -3.383 -0.395
N: -0.540 -1.928 -0.217
P: -1.180 -0.954 1.015
C: -1.438 -2.078 2.414
C: -2.666 -2.743 2.529
C: -2.843 -3.721 3.494
C: -1.804 -4.051 4.353
C: -0.579 -3.406 4.242
C: -0.397 -2.430 3.277
C: -2.835 -0.404 0.535
C: -3.712 0.065 1.518
C: -4.935 0.604 1.154
C: -5.288 0.687 -0.188
C: -4.421 0.223 -1.168
C: -3.196 -0.321 -0.807
P: 0.487 -0.958 -1.119
C: 0.741 -1.765 -2.698
C: -0.351 -1.805 -3.573
C: -0.265 -2.520 -4.754
C: 0.914 -3.183 -5.074
C: 2.001 -3.142 -4.212
C: 1.919 -2.441 -3.018
C: 2.105 -1.034 -0.260
C: 3.216 -0.375 -0.825
C: 4.465 -0.487 -0.237
C: 4.630 -1.257 0.906
C: 3.549 -1.929 1.463
C: 2.292 -1.816 0.893
H: -4.571 -5.484 -4.115
H: -2.842 -5.823 -3.980
H: -3.464 -4.162 -3.742
H: -1.546 -5.644 -1.777
H: -2.284 -5.676 -0.182
H: -2.904 -3.274 -0.388
H: -2.181 -3.196 -1.984
H: 0.057 -3.755 -1.027
H: -0.646 -3.862 0.581
H: -3.484 -2.503 1.864
H: -3.795 -4.228 3.574
H: -1.949 -4.813 5.108
H: 0.233 -3.667 4.910
H: 0.568 -1.952 3.202
H: -3.445 0.005 2.568
H: -5.622 0.949 1.916
H: -6.248 1.100 -0.470
H: -4.708 0.269 -2.211
H: -2.534 -0.709 -1.574
H: -1.267 -1.276 -3.334
H: -1.109 -2.554 -5.430
H: 0.986 -3.737 -6.001
H: 2.913 -3.667 -4.462
H: 2.765 -2.439 -2.345
H: 3.110 0.173 -1.754
H: 5.318 0.002 -0.692
H: 5.613 -1.362 1.347
H: 3.699 -2.571 2.321
H: 1.466 -2.395 1.287
I: -0.128 4.003 5.082
I: -2.555 2.920 4.943

Properties
- orbital gap (hartree) = 0.1948
- strongest force on any atom (eV/A) = 0.75
- net charge = +3
- energy relative to the best compared isomer or geometry (same formula, charge and spin) (kcal per mole) = 0.0
- 2S+1 = 1
- LUMO energy (eV) = -8.687

No. 2
Entry from OMol25: the molecule C4H8O3 in a non-equilibrium geometry (wB97M-V/def2-TZVPD).

Cartesian coordinates (Å):
O: 1.814 1.226 0.211
C: 0.521 0.665 0.300
C: -0.335 0.921 -0.953
O: -1.013 -0.287 -1.289
C: -0.903 -1.173 -0.239
O: -1.762 -0.900 0.838
C: 0.565 -0.864 0.362
H: 1.731 2.178 0.353
H: 0.010 1.054 1.195
H: 0.335 1.158 -1.783
H: -1.063 1.726 -0.812
H: -1.097 -2.179 -0.631
H: -0.980 -1.050 1.394
H: 1.284 -1.292 -0.328
H: 0.891 -1.181 1.382

Properties
- orbital gap (hartree) = 0.4017
- strongest force on any atom (eV/A) = 2.59
- energy relative to the best compared isomer or geometry (same formula, charge and spin) (kcal per mole) = 51.4
- SMILES = O[C@H]1CO[C@H](O)C1
- 2S+1 = 1
- LUMO energy (eV) = 0.700

No. 3
Entry from OMol25: the ion C8H13N4 with charge +1 in a non-equilibrium geometry (wB97M-V/def2-TZVPD).

Cartesian coordinates (Å):
C: -0.103 1.789 1.564
C: -0.745 1.252 0.315
C: 0.667 3.216 0.029
C: -0.895 0.676 -2.236
C: -1.053 -0.346 -0.090
C: 1.632 -2.227 0.688
C: -0.738 -1.388 0.917
C: 0.153 -2.572 0.672
N: 0.590 2.860 1.379
N: 0.028 2.191 -0.567
N: -0.020 1.746 -1.844
N: -1.031 -0.381 -1.392
H: -0.264 1.452 2.536
H: -1.809 1.595 0.123
H: -0.976 0.450 -3.294
H: 1.461 3.808 -0.325
H: 2.079 -1.285 0.173
H: 2.186 -3.059 0.177
H: 2.023 -2.142 1.638
H: -0.518 -0.948 1.825
H: -1.861 -1.605 1.029
H: 0.087 -3.306 1.476
H: 0.049 -2.990 -0.356
H: 0.309 2.474 -2.599
H: -1.247 -1.262 -1.837

Properties
- orbital gap (spin up / spin down) (hartree) = 0.2316 / 0.2430
- strongest force on any atom (eV/A) = 5.99
- net charge = +1
- energy relative to the best compared isomer or geometry (same formula, charge and spin) (kcal per mole) = 157.8
- 2S+1 = 1
- LUMO energy (spin up / spin down) (eV) = -4.710 / -4.581

No. 4
Entry from OMol25: the molecule C22H29N3O4 (wB97M-V/def2-TZVPD).

Cartesian coordinates (Å):
C: 5.321 3.204 -1.474
C: 3.967 2.844 -0.880
O: 3.960 1.448 -0.657
C: 2.852 0.869 -0.110
C: 1.713 1.578 0.242
C: 0.627 0.931 0.818
C: -0.545 1.761 1.223
O: -0.411 2.777 1.885
N: -1.767 1.334 0.824
C: -2.926 2.115 1.214
C: -4.174 1.246 1.258
N: -4.417 0.660 -0.044
C: -5.537 -0.067 -0.313
C: -6.596 -0.189 0.605
C: -7.710 -0.909 0.233
C: -7.761 -1.500 -1.025
C: -6.665 -1.334 -1.850
N: -5.589 -0.645 -1.518
C: -3.273 0.585 -0.925
C: -2.018 0.261 -0.117
C: 0.710 -0.420 1.100
C: 1.840 -1.156 0.751
O: 1.756 -2.487 1.042
C: 2.908 -3.234 1.406
C: 3.633 -2.647 2.611
C: 2.907 -0.525 0.094
O: 3.984 -1.290 -0.276
C: 4.634 -1.025 -1.510
C: 5.231 -2.335 -2.005
H: 6.114 2.919 -0.788
H: 5.372 4.274 -1.652
H: 5.468 2.678 -2.414
H: 3.814 3.378 0.067
H: 3.163 3.120 -1.576
H: 1.650 2.643 0.092
H: -3.077 2.948 0.516
H: -2.721 2.542 2.198
H: -4.051 0.464 2.022
H: -5.024 1.874 1.543
H: -6.544 0.262 1.582
H: -8.537 -1.017 0.921
H: -8.618 -2.069 -1.344
H: -6.634 -1.775 -2.839
H: -3.475 -0.196 -1.660
H: -3.138 1.535 -1.457
H: -1.158 0.144 -0.779
H: -2.176 -0.687 0.412
H: -0.087 -0.941 1.604
H: 2.502 -4.220 1.649
H: 3.598 -3.329 0.563
H: 4.425 -3.322 2.923
H: 2.938 -2.508 3.436
H: 4.071 -1.686 2.354
H: 3.915 -0.636 -2.239
H: 5.423 -0.280 -1.365
H: 5.921 -2.730 -1.264
H: 4.446 -3.068 -2.174
H: 5.766 -2.167 -2.935

Properties
- orbital gap (hartree) = 0.3167
- strongest force on any atom (eV/A) = 0.71
- energy relative to the best compared isomer or geometry (same formula, charge and spin) (kcal per mole) = 35.7
- SMILES = CCOc1cc(C(=O)N2CCN(c3ccccn3)CC2)cc(OCC)c1OCC
- 2S+1 = 1
- LUMO energy (eV) = 0.698